{
  "formula": "C12H13N5O2S",
  "method": "wB97M-V/def2-TZVPD",
  "symbols": ["C", "N", "N", "N", "N", "C", "S", "C", "C", "O", "N", "C", "O", "C", "C", "C", "C", "C", "C", "C", "H", "H", "H", "H", "H", "H", "H", "H", "H", "H", "H", "H", "H"],
  "positions_angstrom": [[-5.226, -1.271, -0.393], [-3.860, -1.284, 0.027], [-3.327, -2.213, 0.828], [-2.111, -1.917, 1.008], [-1.772, -0.812, 0.361], [-2.865, -0.408, -0.258], [-3.048, 0.994, -1.242], [-1.369, 1.648, -1.000], [-1.103, 1.739, 0.485], [-1.918, 2.140, 1.277], [0.139, 1.332, 0.933], [1.201, 0.753, 0.254], [1.311, 0.766, -0.943], [2.194, 0.111, 1.206], [3.479, -0.233, 0.506], [3.530, -1.311, -0.367], [4.700, -1.611, -1.040], [5.833, -0.839, -0.844], [5.789, 0.238, 0.025], [4.616, 0.541, 0.693], [-5.289, -1.404, -1.475], [-5.686, -0.319, -0.126], [-5.736, -2.089, 0.111], [-1.366, 2.645, -1.442], [-0.655, 1.007, -1.513], [0.184, 1.314, 1.947], [2.380, 0.781, 2.048], [1.712, -0.796, 1.585], [2.646, -1.911, -0.523], [4.730, -2.451, -1.719], [6.747, -1.074, -1.368], [6.668, 0.845, 0.180], [4.586, 1.386, 1.367]],
  "forces_ev_per_angstrom": [[-0.49, -0.05, -0.15], [1.40, 0.94, -0.18], [-0.93, -0.83, 0.27], [0.42, -0.73, 0.63], [-0.11, 0.73, -0.78], [-0.32, -0.56, 0.17], [-0.08, 0.33, -0.29], [-0.40, -0.44, -0.16], [0.21, 0.16, 0.02], [-0.02, 0.13, 0.04], [0.26, 0.27, 0.51], [-0.23, 0.19, 0.31], [0.19, -0.10, -0.24], [0.26, -0.15, -0.33], [-0.03, 0.02, 0.12], [0.04, 0.02, 0.06], [-0.04, -0.07, -0.03], [0.09, 0.03, -0.02], [0.11, 0.04, -0.03], [-0.08, -0.04, 0.03], [-0.03, -0.04, 0.06], [-0.01, -0.07, 0.03], [0.01, 0.07, -0.05], [0.02, -0.03, 0.02], [-0.10, 0.22, 0.10], [-0.04, -0.01, -0.20], [-0.07, -0.04, 0.03], [-0.03, 0.06, 0.10], [-0.10, -0.07, -0.03], [0.00, -0.07, -0.05], [0.07, -0.02, -0.04], [0.07, 0.04, 0.01], [-0.02, 0.08, 0.07]],
  "total_charge": 0,
  "smiles": "Cn1nnnc1SCC(=O)NC(=O)Cc1ccccc1",
  "e_above_lowest_kcal_mol": 0.0,
  "lumo_ev": 0.5206
}


{
  "formula": "C12H16BrCl2NPt",
  "method": "wB97M-V/def2-TZVPD",
  "symbols": ["Pt", "Cl", "Cl", "C", "H", "H", "C", "C", "H", "C", "H", "C", "H", "H", "C", "H", "H", "C", "H", "H", "H", "H", "Br", "C", "C", "C", "C", "N", "C", "H", "H", "H", "H"],
  "positions_angstrom": [[-0.525, -0.272, 0.200], [-1.656, 1.602, 1.048], [0.681, -2.205, -0.360], [-2.100, -1.368, -0.010], [-1.957, -2.438, -0.128], [-3.037, -1.001, 0.401], [0.190, 0.688, -1.416], [-1.598, -0.481, -1.390], [1.202, 1.024, -1.113], [-2.786, 0.339, -1.785], [-1.190, -1.139, -2.156], [-2.613, 1.245, -3.004], [-3.607, -0.370, -1.954], [-3.068, 0.948, -0.918], [-1.380, 2.115, -2.804], [-2.505, 0.639, -3.915], [-3.502, 1.868, -3.144], [-0.131, 1.182, -2.739], [-1.263, 2.828, -3.632], [-1.466, 2.680, -1.864], [-0.242, 0.304, -3.401], [0.736, 1.768, -3.096], [1.509, 1.355, 5.397], [1.912, 0.812, 3.630], [3.233, 0.680, 3.204], [3.472, 0.301, 1.877], [2.385, 0.067, 1.030], [1.120, 0.179, 1.472], [0.857, 0.548, 2.750], [4.040, 0.870, 3.893], [4.464, 0.170, 1.474], [2.514, -0.273, 0.002], [-0.182, 0.660, 3.023]],
  "forces_ev_per_angstrom": [[2.40, 1.17, 1.33], [-1.07, 1.88, 1.07], [1.49, -2.22, -0.60], [-2.08, -1.47, -0.09], [-0.21, 0.05, -0.26], [-0.02, -0.09, -0.19], [2.55, 1.47, -0.01], [-2.32, -1.05, -1.06], [-0.65, -0.34, 0.32], [-0.34, 0.37, 0.37], [-0.07, -0.13, 0.25], [0.08, 0.07, -0.19], [0.01, -0.02, -0.14], [0.00, -0.10, -0.20], [0.20, -0.45, -0.33], [0.04, 0.15, 0.13], [-0.02, -0.20, 0.18], [-0.18, 0.85, -1.09], [-0.06, -0.19, 0.18], [0.08, -0.11, -0.26], [-0.14, 0.51, -0.38], [-0.25, -0.40, 0.04], [0.08, -0.09, -0.18], [-0.30, -0.17, -0.45], [-0.38, -0.16, -0.63], [-0.88, 0.09, 0.12], [0.05, -0.07, 0.71], [0.50, 0.45, 1.33], [1.28, 0.03, -0.51], [0.11, 0.01, 0.03], [0.15, 0.07, 0.14], [-0.08, 0.10, 0.35], [0.01, 0.00, 0.01]],
  "total_charge": 0,
  "multiplicity": 5,
  "s_squared": 6.013,
  "lumo_ev": [-0.1466, -2.8140]
}


{
  "formula": "C6H10N2S3",
  "method": "wB97M-V/def2-TZVPD",
  "symbols": ["C", "C", "C", "C", "C", "C", "N", "N", "S", "S", "S", "H", "H", "H", "H", "H", "H", "H", "H", "H", "H"],
  "positions_angstrom": [[4.246, 0.517, 0.713], [-3.277, -1.625, -0.792], [3.077, 1.057, 1.013], [-3.237, -0.400, -1.251], [1.926, 0.256, 0.447], [-2.752, 0.924, -0.727], [-0.200, 0.705, -0.316], [1.044, 0.912, -0.470], [1.842, 1.579, -1.700], [2.702, -2.127, -1.874], [-1.186, 1.384, -1.428], [5.154, 0.840, 1.139], [4.341, -0.174, -0.036], [-3.932, -2.332, -1.392], [-2.700, -2.005, -0.065], [3.032, 1.785, 1.714], [-3.857, -0.292, -2.172], [1.468, -0.276, 1.185], [2.259, -0.677, -0.082], [-3.550, 1.549, -1.067], [-2.685, 1.033, 0.447]],
  "forces_ev_per_angstrom": [[-0.06, 1.77, 1.14], [-2.19, -0.57, -3.18], [0.45, -3.69, -2.60], [-1.50, 0.62, -1.06], [1.76, -0.50, -0.50], [0.13, -1.32, 2.70], [0.36, -0.07, 1.05], [-1.16, -0.74, 0.50], [0.17, 1.28, -2.01], [-0.01, 0.08, -0.11], [0.31, 1.13, -1.31], [0.91, 0.52, 0.56], [0.09, -1.86, -1.62], [1.15, 0.67, 0.93], [1.67, -1.18, 2.94], [-0.82, 2.24, 1.99], [0.54, 0.31, 0.63], [-2.33, -0.57, 2.56], [0.56, 1.11, -0.15], [0.10, 1.26, -0.12], [-0.13, -0.48, -2.36]],
  "total_charge": 0,
  "e_above_lowest_kcal_mol": 161.5,
  "lumo_ev": [-2.7474, -2.6742]
}


{
  "formula": "CH2F2N2",
  "method": "wB97M-V/def2-TZVPD",
  "symbols": ["C", "N", "N", "F", "F", "H", "H"],
  "positions_angstrom": [[0.156, 0.264, -0.038], [0.516, 1.124, 0.708], [0.164, -0.417, -1.127], [-1.349, -0.864, 0.606], [1.032, -0.451, -2.249], [-0.191, 1.516, 1.346], [-0.490, -1.266, -1.000]],
  "forces_ev_per_angstrom": [[-0.89, -0.01, 0.91], [-0.50, 0.43, 0.71], [-1.74, -3.95, -1.77], [1.82, 1.33, -1.05], [-0.81, 0.90, 2.09], [0.73, -0.06, -0.28], [1.39, 1.36, -0.61]],
  "total_charge": 0,
  "e_above_lowest_kcal_mol": 89.8,
  "lumo_ev": -1.1916
}